(1)
C40H30Br2ClN3O3PPrS3 as an isolated structure at a distorted geometry. Source: the OMol25 dataset; level of theory: ωB97M-V with the def2-TZVPD basis set.

The value obtained for the total energy is -9593.607266 hartree. The calculation puts the LUMO energy (spin up / spin down) at -0.075 / -0.069 eV. The calculation puts the molar mass at 1064.04 g/mol. For the relative energy (zero: lowest compared OMol25 entry of this formula, charge and spin), the calculation gives 0.00 kcal per mole. The value obtained for the strongest force on any atom is 1.85 eV/A. The net charge is 0. As for the spin multiplicity: 3. The orbital gap (spin up / spin down) is 7.524 / 7.520 eV.

Structure (XYZ):
```
84
Properties=species:S:1:pos:R:3:forces:R:3:mulliken_charge:R:1
Pr 0.390 -0.045 -0.421 -1.325 -0.093 1.284 -0.168
Br 2.743 2.110 3.913 -0.028 0.028 -0.073 -0.182
C 2.896 0.304 3.364 0.531 -0.100 0.573 -0.102
C 3.807 -0.516 4.069 -0.173 0.385 -0.065 -0.435
C 3.936 -1.828 3.757 -0.152 -0.146 -0.199 -0.110
Br 5.167 -2.874 4.734 0.086 -0.133 0.053 -0.244
C 3.150 -2.399 2.718 0.147 -0.168 0.129 0.938
C 3.180 -3.770 2.364 0.173 0.091 0.194 -0.747
C 2.380 -4.235 1.369 -0.167 0.002 -0.175 -1.238
C 1.545 -3.325 0.693 0.157 -0.129 0.028 -0.028
N 1.491 -2.052 0.984 0.210 0.367 0.393 0.493
C 2.271 -1.564 2.007 -0.333 -0.060 -0.312 -0.009
C 2.118 -0.159 2.332 -0.255 -0.190 -0.481 -0.085
O 1.260 0.580 1.687 0.356 -0.253 0.080 0.349
H 4.399 -0.085 4.864 -0.022 0.028 -0.007 0.436
H 3.840 -4.438 2.901 -0.005 0.027 -0.003 0.321
H 2.376 -5.279 1.087 0.009 0.022 0.007 0.460
H 0.911 -3.662 -0.118 0.003 -0.032 0.001 0.329
C -1.948 7.636 -0.046 0.013 -0.078 0.003 -0.538
C -2.849 6.634 0.302 0.131 -0.023 -0.031 -0.773
C -2.451 5.305 0.264 -0.142 0.035 0.025 -0.321
C -1.161 4.947 -0.136 -0.111 0.117 -0.042 0.475
C -0.272 5.958 -0.485 0.111 0.105 -0.005 -0.593
C -0.662 7.295 -0.437 -0.032 -0.134 0.026 -0.726
P -0.770 3.162 -0.144 0.064 -0.080 0.242 1.475
C 0.957 3.163 -0.740 0.041 0.161 -0.188 -0.081
C 1.305 3.176 -2.095 0.063 -0.024 -0.021 -0.344
C 2.634 3.298 -2.478 -0.028 0.002 0.092 -0.679
C 3.627 3.395 -1.508 -0.048 0.007 0.077 -0.605
C 3.294 3.375 -0.157 -0.096 -0.016 -0.150 -0.627
C 1.961 3.259 0.222 0.233 -0.009 -0.038 -0.135
C -1.676 2.466 -1.551 -0.342 0.296 0.009 -0.392
C -2.511 3.204 -2.385 -0.125 0.060 -0.185 -0.463
C -3.248 2.545 -3.365 0.073 -0.022 0.074 -0.744
C -3.135 1.165 -3.491 0.101 0.087 0.114 -0.994
C -2.270 0.461 -2.652 -0.175 0.027 -0.246 -0.317
C -1.521 1.077 -1.649 0.100 -0.096 -0.018 0.882
H -2.250 8.675 -0.016 -0.002 -0.009 0.003 0.383
H -3.859 6.889 0.600 0.018 -0.014 -0.004 0.411
H -3.162 4.524 0.519 0.019 0.015 0.015 0.600
H 0.736 5.707 -0.798 -0.063 0.026 0.005 0.367
H 0.045 8.067 -0.714 -0.005 -0.003 0.006 0.427
H 0.524 3.100 -2.843 0.000 -0.003 0.005 0.430
H 2.894 3.313 -3.532 0.000 -0.007 0.108 0.489
H 4.665 3.473 -1.809 -0.023 0.012 0.018 0.393
H 4.064 3.438 0.601 0.004 -0.002 -0.023 0.418
H 1.703 3.237 1.274 -0.004 -0.046 -0.020 -0.007
H -2.594 4.284 -2.279 -0.004 -0.141 -0.019 0.409
H -3.903 3.106 -4.020 -0.007 -0.003 0.001 0.408
H -3.715 0.639 -4.241 -0.001 0.020 0.001 0.403
H -2.202 -0.615 -2.795 -0.012 0.005 -0.021 0.206
S -1.545 -4.086 -2.946 -0.122 -0.340 -0.367 -0.155
C -2.343 -4.046 -1.442 -0.097 -0.063 0.067 -0.118
C -1.824 -3.056 -0.681 0.285 0.254 -0.017 -1.201
N -0.801 -2.343 -1.276 -0.178 0.040 0.067 1.072
C -0.565 -2.793 -2.482 0.098 0.270 0.291 -0.410
H -3.142 -4.724 -1.194 0.018 0.008 -0.024 0.444
H -2.148 -2.794 0.314 0.001 0.005 0.009 0.316
H 0.181 -2.353 -3.129 -0.015 -0.012 0.000 0.262
S -1.912 -0.534 1.683 -0.145 0.008 -0.185 -0.424
C -1.900 0.964 2.443 0.235 -0.248 0.201 0.499
N -0.877 1.440 3.124 -0.250 0.255 0.071 0.039
C -0.969 2.796 3.653 -0.174 -0.146 -0.133 -0.634
C -2.437 3.255 3.496 0.285 -0.021 0.027 -0.395
S -3.272 2.018 2.460 -0.161 0.030 0.015 -0.159
H 0.032 1.003 2.939 -0.040 0.174 -0.047 -0.033
H -0.288 3.445 3.102 -0.016 0.014 -0.056 0.124
H -0.673 2.796 4.700 0.048 0.013 0.045 0.445
H -2.486 4.221 3.004 -0.029 0.069 -0.037 0.237
H -2.939 3.325 4.458 -0.029 -0.052 -0.003 0.461
Cl 6.515 1.216 -6.366 -0.128 -0.035 0.134 -0.219
C 5.295 0.849 -5.172 0.122 0.049 -0.158 0.435
C 5.678 0.650 -3.855 -0.098 -0.003 0.037 -0.807
C 4.700 0.364 -2.915 0.187 0.081 -0.088 -0.169
C 3.369 0.269 -3.298 0.028 -0.116 -0.032 0.317
C 3.003 0.464 -4.623 0.083 -0.020 -0.146 -0.161
C 3.970 0.765 -5.571 -0.039 -0.012 0.050 -0.877
C 2.347 -0.033 -2.267 -0.350 -0.265 0.134 0.630
O 2.647 0.101 -1.042 0.498 0.052 -0.586 -0.596
O 1.169 -0.413 -2.604 1.110 0.141 -0.568 -0.582
H 6.722 0.724 -3.580 -0.029 -0.012 0.011 0.427
H 4.962 0.225 -1.874 -0.037 -0.006 -0.006 0.544
H 1.960 0.392 -4.904 -0.003 -0.017 0.031 0.443
H 3.711 0.932 -6.607 -0.019 -0.005 0.024 0.427
```
Forces are in eV/Å.

(2)
CH2BrP as an isolated structure at a distorted geometry. Source: the OMol25 dataset; level of theory: ωB97M-V with the def2-TZVPD basis set.

The value obtained for the total energy is -2954.504025 hartree. The calculation puts the LUMO energy (spin up / spin down) at -1.314 / -0.512 eV. The calculation puts the molar mass at 124.90 g/mol. For the relative energy (zero: lowest compared OMol25 entry of this formula, charge and spin), the calculation gives 84.64 kcal per mole. The value obtained for the strongest force on any atom is 4.54 eV/A. The net charge is 0. The orbital gap (spin up / spin down) is 7.127 / 8.584 eV.

Structure (XYZ):
```
5
Properties=species:S:1:pos:R:3:forces:R:3:mulliken_charge:R:1
C 0.090 0.590 -0.355 0.139 -3.846 2.416 -0.444
P 0.521 -1.427 0.763 -0.132 3.322 -2.315 0.087
Br 0.788 1.078 -1.961 0.288 0.009 -0.293 -0.028
H -0.931 0.884 -0.155 0.049 0.296 0.006 0.345
H -0.468 -1.125 1.707 -0.344 0.218 0.186 0.041
```
Forces are in eV/Å.

(3)
A 2-piece molecular cluster, C3H4S5 overall at a distorted geometry. Source: the OMol25 dataset; level of theory: ωB97M-V with the def2-TZVPD basis set.

The value obtained for the total energy is -2107.489918 hartree. The calculation puts the LUMO energy (spin up / spin down) at -1.876 / -2.618 eV. The calculation puts the molar mass at 200.40 g/mol. For the relative energy (zero: lowest compared OMol25 entry of this formula, charge and spin), the calculation gives 85.52 kcal per mole. The value obtained for the strongest force on any atom is 2.90 eV/A. The net charge is 0. The orbital gap (spin up / spin down) is 6.962 / 6.005 eV.

Structure (XYZ):
```
12
Properties=species:S:1:pos:R:3:forces:R:3:mulliken_charge:R:1
C -1.315 0.162 -0.183 0.501 1.162 0.277 -0.568
C -2.027 -0.871 0.090 -1.298 -0.079 -0.321 1.043
C -0.895 1.399 -0.352 1.000 0.030 -2.725 -0.420
S -3.873 -0.613 0.302 0.721 -0.286 0.027 -0.009
S -4.236 1.217 -0.173 -0.089 0.047 0.034 -0.166
S 1.315 -1.043 0.573 0.506 0.254 -0.289 -0.202
S -1.575 -2.552 0.051 0.859 -0.446 -0.388 -0.224
S -0.056 2.417 0.763 -0.209 0.551 0.713 -0.146
H -0.717 1.808 -1.437 -0.692 -0.863 2.007 0.222
H 1.582 -0.947 -0.751 0.011 0.091 0.309 0.193
H -0.238 -2.315 -0.350 -1.500 -0.362 0.523 0.129
H -0.733 2.079 1.880 0.190 -0.099 -0.167 0.148
```
Forces are in eV/Å.

(4)
A 4-piece molecular cluster, C2H11NO3 overall at a distorted geometry. Source: the OMol25 dataset; level of theory: ωB97M-V with the def2-TZVPD basis set.

The value obtained for the total energy is -363.246511 hartree. The calculation puts the LUMO energy at 0.697 eV. As for the SMILES: C=CN.O.O.O. The calculation puts the molar mass at 97.11 g/mol. For the relative energy (zero: lowest compared OMol25 entry of this formula, charge and spin), the calculation gives 17.50 kcal per mole. The value obtained for the strongest force on any atom is 1.06 eV/A. The net charge is 0. The orbital gap is 8.816 eV.

Structure (XYZ):
```
17
Properties=species:S:1:pos:R:3:forces:R:3:mulliken_charge:R:1
C 0.825 -0.997 1.270 0.693 -0.155 -0.228 -0.695
C -0.042 -0.606 2.196 -0.375 0.332 0.472 0.245
N -0.948 0.442 2.008 0.859 -0.240 -0.581 -0.500
H 0.880 -0.527 0.300 -0.353 0.145 -0.133 -0.091
H 1.598 -1.737 1.422 -0.157 -0.066 0.432 0.286
H -0.046 -1.010 3.202 0.033 -0.251 -0.057 0.357
H -0.968 0.638 1.011 -0.520 0.312 0.151 0.253
H -1.851 0.349 2.435 -0.118 -0.136 0.051 0.245
O 0.165 -1.319 -1.923 0.691 -0.155 -0.669 -0.630
H 0.144 -2.035 -1.286 -0.383 0.087 0.119 0.305
H -0.694 -0.901 -1.975 -0.322 -0.111 0.443 0.320
O 1.280 1.413 -1.672 -0.172 0.655 -0.581 -0.634
H 1.495 0.988 -2.507 0.144 -0.225 0.065 0.315
H 1.956 1.150 -1.054 0.233 -0.231 0.294 0.276
O -1.330 0.991 -1.012 -0.156 0.837 -0.535 -0.664
H -1.806 1.801 -0.790 -0.330 -0.232 0.131 0.271
H -0.659 1.358 -1.624 0.233 -0.566 0.625 0.340
```
Forces are in eV/Å.

(5)
An isolated ion of composition CH3FNO and charge -1 at a distorted geometry. Source: the OMol25 dataset; level of theory: ωB97M-V with the def2-TZVPD basis set.

The value obtained for the total energy is -269.583212 hartree. The calculation puts the LUMO energy at 4.702 eV. The calculation puts the molar mass at 64.04 g/mol. For the relative energy (zero: lowest compared OMol25 entry of this formula, charge and spin), the calculation gives 114.96 kcal per mole. The value obtained for the strongest force on any atom is 8.73 eV/A. The net charge is -1. The orbital gap is 7.221 eV.

Structure (XYZ):
```
7
Properties=species:S:1:pos:R:3:forces:R:3:mulliken_charge:R:1
C -0.386 -0.161 0.066 7.781 0.770 3.891 -0.682
N 0.209 1.122 0.176 0.992 -1.319 -0.477 -0.360
O 0.366 -1.402 -0.579 -6.810 -1.441 -2.667 -0.682
F -0.285 2.202 -0.862 -0.625 -0.943 0.017 -0.425
H -1.292 -0.057 0.471 -4.900 -1.248 -0.265 0.447
H 1.158 -1.075 -0.387 5.518 2.016 0.967 0.471
H 0.230 -0.628 1.116 -1.958 2.165 -1.466 0.232
```
Forces are in eV/Å.

(6)
C21H26BrN3O4Te4Ti as an isolated structure at a distorted geometry. Source: the OMol25 dataset; level of theory: ωB97M-V with the def2-TZVPD basis set.

The value obtained for the total energy is -5776.667331 hartree. The calculation puts the LUMO energy (spin up / spin down) at 4.056 / 4.045 eV. The calculation puts the molar mass at 1022.63 g/mol. For the relative energy (zero: lowest compared OMol25 entry of this formula, charge and spin), the calculation gives 37.62 kcal per mole. The value obtained for the strongest force on any atom is 1.35 eV/A. The net charge is -2. As for the spin multiplicity: 3. The orbital gap (spin up / spin down) is 3.826 / 5.340 eV.

Structure (XYZ):
```
60
Properties=species:S:1:pos:R:3:forces:R:3:mulliken_charge:R:1
Ti 0.700 -0.161 -0.558 -1.286 -0.341 0.028 0.361
C 3.834 -1.875 -2.517 0.166 0.421 -0.134 -1.775
C 3.078 -1.196 -1.401 -0.024 -1.052 0.853 0.724
O 1.769 -1.534 -1.426 0.070 0.714 0.179 -0.372
C 3.731 -1.255 -0.069 0.174 0.269 -0.204 -1.251
C 3.153 -0.792 1.081 -0.115 0.133 -0.107 1.379
C 3.865 -0.823 2.404 -0.024 -0.236 0.029 -1.490
N 1.922 -0.227 1.029 -0.538 -0.605 -0.021 0.910
N 1.147 -0.263 2.219 0.228 0.028 -0.091 -0.750
C -0.052 -0.671 1.956 0.113 -0.141 0.241 0.411
O -0.459 -1.108 0.780 0.252 0.581 -0.215 -0.733
C -1.062 -0.658 3.052 0.192 0.018 -0.105 0.417
C -2.306 -1.245 2.846 -0.002 0.006 0.089 -0.153
C -3.270 -1.209 3.845 0.033 -0.002 -0.039 -0.705
C -2.998 -0.583 5.053 -0.049 -0.001 0.059 -0.323
C -1.756 0.009 5.259 0.040 -0.009 -0.040 -0.727
C -0.793 -0.025 4.264 -0.089 -0.018 0.032 -0.284
H 3.479 -1.531 -3.489 -0.036 -0.038 -0.005 0.346
H 3.644 -2.947 -2.416 0.017 -0.010 -0.006 0.351
H 4.905 -1.677 -2.461 -0.007 0.016 -0.002 0.458
H 4.754 -1.612 -0.044 0.047 0.151 0.005 0.141
H 4.906 -1.114 2.265 -0.006 -0.008 -0.001 0.407
H 3.386 -1.517 3.096 -0.012 0.005 -0.001 0.261
H 3.818 0.165 2.863 0.007 0.004 -0.003 0.297
H -2.500 -1.714 1.891 -0.007 0.010 -0.010 0.429
H -4.240 -1.660 3.673 -0.004 -0.004 0.015 0.374
H -3.753 -0.544 5.829 0.000 0.001 -0.006 0.370
H -1.543 0.514 6.194 -0.019 0.006 0.003 0.364
H 0.167 0.455 4.393 0.009 -0.002 -0.014 0.498
C 0.068 -2.126 -4.229 0.015 -0.005 -0.033 -0.637
O -0.734 -1.701 -3.149 -0.118 -0.289 0.283 -0.094
C -2.060 -1.418 -3.497 0.078 0.189 -0.119 -0.470
C -2.757 -0.941 -2.243 -0.003 0.025 -0.033 -0.719
O -2.306 0.328 -1.824 -0.113 -0.185 0.274 0.250
C -2.982 1.429 -2.383 0.094 -0.012 -0.137 -0.951
H -0.337 -3.049 -4.669 0.002 -0.015 0.019 0.310
H 1.057 -2.316 -3.819 0.000 0.001 0.004 0.044
H 0.141 -1.353 -5.000 -0.013 -0.008 0.009 0.180
H -2.570 -2.314 -3.891 0.023 -0.023 0.020 0.379
H -2.089 -0.643 -4.277 -0.031 -0.018 -0.017 0.270
H -2.512 -1.628 -1.429 -0.037 -0.028 -0.011 0.104
H -3.847 -0.936 -2.390 -0.001 0.030 -0.005 0.455
H -4.066 1.334 -2.236 0.000 0.005 0.009 0.322
H -2.770 1.541 -3.453 -0.008 -0.012 -0.002 0.284
H -2.621 2.315 -1.863 0.001 0.002 -0.004 0.242
Te 3.149 1.199 -1.723 0.347 0.679 -0.822 -0.032
Te 4.854 1.917 -3.656 -0.047 -0.236 0.120 -0.454
Te 0.866 1.456 -5.677 0.103 -0.177 0.035 -0.583
Te 0.610 1.448 -3.023 0.241 0.795 -0.119 -0.190
Br -1.420 4.877 3.510 -0.021 0.035 0.013 -0.315
C -0.883 3.609 2.202 0.051 -0.073 -0.038 -0.059
C 0.375 3.711 1.565 -0.015 0.012 0.007 -0.678
C 0.696 2.827 0.579 -0.012 0.110 -0.120 -0.371
N -0.129 1.814 0.131 0.388 -0.630 0.148 0.826
C -1.384 1.800 0.719 -0.067 0.009 -0.145 -0.667
C -1.788 2.652 1.705 -0.014 -0.007 0.034 -0.691
H 1.096 4.464 1.854 -0.016 0.014 0.000 0.411
H 1.657 2.914 0.089 0.030 -0.073 0.037 0.036
H -2.058 1.039 0.353 0.004 -0.024 0.048 0.452
H -2.785 2.549 2.113 0.006 0.012 0.013 0.410
```
Forces are in eV/Å.

The highest relative energy (zero: lowest compared OMol25 entry of this formula, charge and spin) belongs to which entry? CH3FNO

strongest force on any atom of number 3 (C3H4S5)? 2.90 eV/A

Please write out number 3 again, unchanged.
A 2-piece molecular cluster, C3H4S5 overall at a distorted geometry. Source: the OMol25 dataset; level of theory: ωB97M-V with the def2-TZVPD basis set.

The value obtained for the total energy is -2107.489918 hartree. The calculation puts the LUMO energy (spin up / spin down) at -1.876 / -2.618 eV. The calculation puts the molar mass at 200.40 g/mol. For the relative energy (zero: lowest compared OMol25 entry of this formula, charge and spin), the calculation gives 85.52 kcal per mole. The value obtained for the strongest force on any atom is 2.90 eV/A. The net charge is 0. The orbital gap (spin up / spin down) is 6.962 / 6.005 eV.

Structure (XYZ):
```
12
Properties=species:S:1:pos:R:3:forces:R:3:mulliken_charge:R:1
C -1.315 0.162 -0.183 0.501 1.162 0.277 -0.568
C -2.027 -0.871 0.090 -1.298 -0.079 -0.321 1.043
C -0.895 1.399 -0.352 1.000 0.030 -2.725 -0.420
S -3.873 -0.613 0.302 0.721 -0.286 0.027 -0.009
S -4.236 1.217 -0.173 -0.089 0.047 0.034 -0.166
S 1.315 -1.043 0.573 0.506 0.254 -0.289 -0.202
S -1.575 -2.552 0.051 0.859 -0.446 -0.388 -0.224
S -0.056 2.417 0.763 -0.209 0.551 0.713 -0.146
H -0.717 1.808 -1.437 -0.692 -0.863 2.007 0.222
H 1.582 -0.947 -0.751 0.011 0.091 0.309 0.193
H -0.238 -2.315 -0.350 -1.500 -0.362 0.523 0.129
H -0.733 2.079 1.880 0.190 -0.099 -0.167 0.148
```
Forces are in eV/Å.

Among the records above, which one has the lowest strongest force on any atom? C2H11NO3